ORCA calculation (the ωB97M-V functional and the def2-TZVPD basis) on 8 unconnected molecules or ions with the total composition C21H56N3O10.

Summary:
**HOMO energy**: -11.5 eV
**Charge**: +1
**E**: -47608.792 eV
**Relative energy (zero: lowest compared OMol25 entry of this formula, charge and spin)**: 2.097 eV

Last columns: bonded neighbours and bond lengths (Å).
Cartesian coordinates (Å):
1 O 0.57632 -1.98985 1.80624  C44 1.401, H68 1.014
2 H -4.23203 -0.51785 2.48961  C26 1.233
3 H 2.09365 -0.01789 1.52293  C27 1.161
4 C 3.04369 -2.31501 -2.47910  N22 1.518, C34 1.542, O53 1.225
5 C 1.03656 5.15074 3.33914  H12 1.128, H39 1.281, H45 1.104, C59 1.502
6 H -2.04394 2.36353 -5.83566  C7 1.169
7 C -1.57613 1.44130 -5.28978  H6 1.169, H28 1.129, H60 1.077, C77 1.555
8 O 0.07898 -0.49957 -0.99408  N78 1.217
9 H 2.46060 -1.11359 -5.05747  C49 1.102
10 H 1.57300 3.70849 0.29055  C87 1.087
11 H -1.49101 1.38013 1.09587  O56 0.888
12 H 0.74746 6.20912 3.07817  C5 1.128
13 H -0.13782 0.52594 4.21704  C31 1.000
14 H -1.78684 -3.73117 -4.78195  C54 1.031
15 C -3.08807 1.90555 3.71185  H20 1.093, C29 1.571, H80 1.280, H81 1.160
16 C 1.95006 -0.02092 4.26997  C31 1.524, O32 1.220, N66 1.584
17 H 1.87486 1.80329 3.25693  N66 0.880
18 H -0.40472 3.80364 -4.36463  C40 1.021
19 H -2.53735 -1.08664 1.63383  C26 1.224
20 H -4.10485 1.65867 4.02622  C15 1.093
21 H 2.44502 -3.95260 -1.43784  C34 1.126
22 N 2.77894 -0.87627 -2.88275  C4 1.518, H25 1.124, C49 1.526, H55 1.035
23 H -3.21809 -2.60964 -4.95759  C54 1.120
24 H 3.39105 1.42437 3.93167  N66 1.094
25 H 3.64241 -0.33144 -2.41210  N22 1.124
26 C -3.01230 -0.33739 2.47688  H2 1.233, H19 1.224, C29 1.500, H42 1.052
27 C 2.90871 0.61537 2.05386  H3 1.161, H43 1.063, N66 1.501, H86 1.191
28 H -2.26933 0.55383 -5.21532  C7 1.129
29 C -2.90312 1.15271 2.34490  C15 1.571, C26 1.500, O56 1.464, H89 1.009
30 O -0.84266 -1.95745 -2.94258  C61 1.443, H85 0.828
31 C 0.45308 -0.24790 4.44335  H13 1.000, C16 1.524, H52 1.249, H58 1.167
32 O 2.62767 -0.84782 4.85704  C16 1.220
33 O -0.34127 1.54353 -0.44507  N78 1.301
34 C 1.85558 -3.12498 -1.92197  C4 1.542, H21 1.126, H35 1.054, H63 1.091
35 H 1.19862 -3.50690 -2.65239  C34 1.054
36 H -2.70282 -1.20211 -3.31963  C61 1.068
37 O 0.56104 2.89730 2.87416  H57 0.930, C59 1.337
38 H -0.54375 -3.93377 0.00703  C47 1.109
39 H 0.06321 4.90156 4.13436  C5 1.281
40 C -0.06039 2.97266 -3.88246  H18 1.021, H41 1.105, H73 1.093, C77 1.513
41 H 0.38025 3.19823 -2.89488  C40 1.105
42 H -2.68783 -0.56742 3.45131  C26 1.052
43 H 3.11065 1.38708 1.35110  C27 1.063
44 C 0.53274 -3.37221 2.02843  O1 1.401, C47 1.578, C70 1.540, H83 1.058
45 H 1.96895 5.00278 3.91092  C5 1.104
46 H -0.47269 1.10152 -3.46116  C77 0.987
47 C -0.60736 -3.96738 1.11340  H38 1.109, C44 1.578, H51 1.097, H65 1.241
48 C -3.03819 -2.91766 -2.35207  C61 1.535, H71 1.120, H79 1.206, H84 1.049
49 C 2.89473 -0.40744 -4.33075  H9 1.102, N22 1.526, H64 1.041, H76 1.095
50 H 2.74844 3.90212 1.51941  C87 1.010
51 H -0.71800 -5.05399 1.21248  C47 1.097
52 H -0.23535 -1.21403 4.05291  C31 1.249
53 O 4.08189 -2.92535 -2.70570  C4 1.225
54 C -2.13262 -2.76132 -4.72828  H14 1.031, H23 1.120, C61 1.482, H72 1.109
55 H 1.84128 -0.68953 -2.48576  N22 1.035
56 O -1.50956 1.41962 1.98302  H11 0.888, C29 1.464
57 H -0.18212 2.64504 2.37514  O37 0.930
58 H 0.37141 -0.37420 5.60083  C31 1.167
59 C 0.80495 4.08374 2.30813  C5 1.502, O37 1.337, H67 1.051, C87 1.499
60 H -0.91275 0.78323 -5.82490  C7 1.077
61 C -2.20403 -2.14444 -3.38315  O30 1.443, H36 1.068, C48 1.535, C54 1.482
62 O -1.99430 2.21849 -2.99655  H74 0.932, C77 1.379
63 H 1.38076 -2.65886 -1.05775  C34 1.091
64 H 3.78609 0.04264 -4.62355  C49 1.041
65 H -1.64401 -3.34101 1.38366  C47 1.241
66 N 2.48039 1.17630 3.37881  C16 1.584, H17 0.880, H24 1.094, C27 1.501
67 H -0.15552 4.27546 1.92761  C59 1.051
68 H -0.40123 -1.84357 1.57783  O1 1.014
69 H 1.74144 5.32189 0.87383  C87 1.174
70 C 0.38567 -3.71027 3.52393  C44 1.540, H75 1.054, H82 1.172, H90 1.145
71 H -2.60263 -3.94795 -2.40946  C48 1.120
72 H -1.42073 -2.36453 -5.48044  C54 1.109
73 H 0.84338 2.67073 -4.41736  C40 1.093
74 H -1.40289 2.02206 -2.30409  O62 0.932
75 H -0.47859 -3.32691 3.99006  C70 1.054
76 H 2.33091 0.53116 -4.31296  C49 1.095
77 C -1.02209 1.80460 -3.88329  C7 1.555, C40 1.513, H46 0.987, O62 1.379
78 N 0.50905 0.57283 -0.61342  O8 1.217, O33 1.301, O88 1.260
79 H -2.88606 -2.58224 -1.20330  C48 1.206
80 H -2.34269 1.25672 4.52543  C15 1.280
81 H -2.82141 3.02673 3.57714  C15 1.160
82 H 0.33409 -4.87855 3.59837  C70 1.172
83 H 1.39143 -3.82973 1.61322  C44 1.058
84 H -4.03028 -3.09110 -2.64613  C48 1.049
85 H -0.84642 -1.39079 -2.33861  O30 0.828
86 H 3.62779 -0.18741 2.56113  C27 1.191
87 C 1.83173 4.20417 1.22294  H10 1.087, H50 1.010, C59 1.499, H69 1.174
88 O 1.64045 0.84978 -1.09393  N78 1.260
89 H -3.43457 1.55025 1.58427  C29 1.009
90 H 1.10145 -3.29029 4.31292  C70 1.145

ORCA calculation (the ωB97M-V functional and the def2-TZVPD basis) on 6 unconnected molecules or ions with the total composition C6H12Cl9N3O6.

Summary:
**HOMO energy**: -11.2 eV
**SMILES string**: C[N+](=O)[O-].C[N+](=O)[O-].C[N+](=O)[O-].ClC(Cl)Cl.ClC(Cl)Cl.ClC(Cl)Cl
**Charge**: 0
**E**: -135865.074 eV

Last columns: bonded neighbours and bond lengths (Å).
Cartesian coordinates (Å):
1 N 1.10427 -0.27509 0.26433  O3 1.229, O23 1.218, C29 1.503
2 C -1.19880 2.81725 -0.32844  N4 1.513, H9 1.096, H10 1.100, H31 1.082
3 O 0.76429 -0.89539 -0.74033  N1 1.229
4 N 0.27632 2.85844 0.00758  C2 1.513, O13 1.212, O19 1.200
5 Cl -5.09300 -1.45241 3.22450  C30 1.749
6 Cl 1.08422 -1.64743 4.49043  C35 1.773
7 Cl -2.63394 0.19891 3.25590  C30 1.813
8 C 1.76511 -1.38335 -3.68331  H15 1.078, N16 1.432, H25 1.075, H33 1.078
9 H -1.65289 3.81210 -0.24977  C2 1.096
10 H -1.25775 2.53404 -1.38924  C2 1.100
11 H 0.59843 0.33238 3.23263  C35 1.106
12 Cl -1.42482 -1.52708 -3.72132  C36 1.752
13 O 1.03613 2.43963 -0.83848  N4 1.212
14 O 3.39374 -1.98957 -2.28264  N16 1.196
15 H 1.20740 -2.23644 -3.33270  C8 1.078
16 N 2.92560 -1.07866 -2.90110  C8 1.432, O14 1.196, O17 1.211
17 O 3.37312 0.04675 -2.92149  N16 1.211
18 H -1.34464 -1.40677 -1.37816  C36 1.097
19 O 0.59147 3.27561 1.08783  N4 1.200
20 H 3.03703 -1.08773 0.76235  C29 1.106
21 Cl 2.78989 0.68825 4.00976  C35 1.810
22 H -3.58900 -1.13891 1.49490  C30 1.084
23 O 0.26659 0.16327 1.03297  N1 1.218
24 Cl -2.72992 -3.19319 -1.62917  C36 1.767
25 H 2.05674 -1.66838 -4.67791  C8 1.075
26 H 2.97826 0.24188 -0.40346  C29 1.085
27 Cl -3.36115 -0.30786 -2.03501  C36 1.791
28 Cl 0.25827 0.96555 5.46676  C35 1.746
29 C 2.57232 -0.10939 0.53955  N1 1.503, H20 1.106, H26 1.085, H34 1.095
30 C -3.98845 -0.49165 2.26769  Cl5 1.749, Cl7 1.813, H22 1.084, Cl32 1.780
31 H -1.62426 2.14615 0.40561  C2 1.082
32 Cl -4.82360 0.76332 1.32108  C30 1.780
33 H 1.04671 -0.58012 -3.71425  C8 1.078
34 H 2.63734 0.68996 1.28581  C29 1.095
35 C 1.08813 0.10112 4.19651  Cl6 1.773, H11 1.106, Cl21 1.810, Cl28 1.746
36 C -2.12918 -1.60518 -2.11938  Cl12 1.752, H18 1.097, Cl24 1.767, Cl27 1.791

For reference, Kohn-Sham gap by record: 8.6 10.7 eV.
For reference, max |F| by record: 12.4 2.2 eV Å⁻¹.